1.
C21H41Cl8N2O3Si | ωB97M-V with the def2-TZVPD basis set

## Properties
* highest occupied orbital energy: -5.50 eV
* gap between HOMO and LUMO: 0.2706 hartree
* strongest force on any atom: 0.0409 Eh/bohr
* charge: -1

Atoms and positions in Å:
C: 0.7418 0.0146 -2.1300
Si: 0.5738 -1.8009 -1.6257
C: -1.1581 -2.4236 -2.0654
C: 1.7482 -2.7327 -2.7946
C: 0.9803 -2.0329 0.2234
C: 0.7322 -3.4310 0.7902
C: 1.7181 -4.5204 0.3673
C: 2.9913 -4.6747 1.2337
C: 4.2999 -4.7984 0.4185
C: 5.1165 -3.5020 0.3157
N: 5.2136 -2.9371 -1.0416
N: 2.3817 -1.6378 0.5957
C: 2.2805 -1.3092 1.9885
O: 3.1996 -1.3539 2.7759
C: 0.8302 -0.9522 2.3685
C: 0.2089 -0.9061 0.9473
C: -1.3063 -0.8605 0.8227
O: -1.9649 -1.9134 1.0272
O: -1.7622 0.2602 0.4878
H: 0.8737 0.0081 -3.2044
H: 1.6285 0.4336 -1.6592
H: -0.1319 0.5909 -1.8565
H: -1.7629 -1.5462 -2.2489
H: -1.5769 -3.0028 -1.2535
H: -1.1135 -3.0366 -2.9605
H: 1.4375 -2.4410 -3.7969
H: 1.6200 -3.8070 -2.7465
H: 2.7847 -2.4325 -2.6989
H: 0.6242 -3.4419 1.8698
H: -0.2401 -3.7119 0.3992
H: 2.0065 -4.4507 -0.6732
H: 1.1814 -5.4595 0.4672
H: 2.9307 -5.5821 1.8236
H: 3.1346 -3.8588 1.9295
H: 4.9239 -5.5110 0.9480
H: 4.1131 -5.1939 -0.5761
H: 6.1368 -3.7413 0.6138
H: 4.7695 -2.7394 0.9970
H: 4.8752 -3.5912 -1.7277
H: 4.6700 -2.0893 -1.0704
H: 2.6027 -0.7754 0.1043
H: 0.3446 -1.7592 2.8951
H: 0.6965 0.0311 2.7904
H: 0.6077 0.0323 0.5744
Cl: -5.6507 -2.7103 5.6230
C: -4.5492 -1.6428 4.6991
C: -3.5206 -2.4086 3.9136
Cl: -2.3345 -3.2207 4.9757
H: -4.0832 -0.9596 5.4041
H: -5.1690 -1.0667 4.0153
H: -2.9610 -1.7298 3.2699
H: -3.9778 -3.1653 3.2839
Cl: -1.5839 3.9099 -2.6901
C: -3.1773 3.4698 -2.0109
C: -3.2911 1.9944 -1.7422
Cl: -3.3276 1.0384 -3.2535
H: -3.9410 3.8174 -2.7033
H: -3.2795 4.0154 -1.0810
H: -4.2188 1.7863 -1.2135
H: -2.4660 1.6334 -1.1318
Cl: -2.2240 6.6047 0.7782
C: -3.3779 7.7559 0.0601
C: -4.8034 7.2847 0.1904
Cl: -5.1124 5.8459 -0.8113
H: -3.1029 7.8990 -0.9818
H: -3.2560 8.7021 0.5851
H: -5.4816 8.0658 -0.1496
H: -5.0493 7.0361 1.2194
Cl: 2.6481 3.5947 -2.0235
C: 2.3495 5.1509 -1.2114
C: 1.5330 6.0955 -2.0553
Cl: 2.4334 6.6699 -3.4870
H: 3.3132 5.5832 -0.9541
H: 1.8113 4.9296 -0.2910
H: 1.2747 6.9769 -1.4707
H: 0.6143 5.6312 -2.4007

Cartesian forces, eV/Å:
C 0.1315 -0.8452 0.5060
Si 0.0475 -0.4634 -0.7049
C 0.7996 0.1441 0.2782
C -0.4377 0.4703 0.0597
C 0.4206 0.6962 0.0803
C -0.4030 -0.1754 -1.0948
C 0.2883 -0.1388 0.8561
C 0.3813 -0.0993 -0.8356
C -0.1531 0.5198 0.8487
C 0.6931 -0.4258 -0.7178
N 0.1546 0.2987 0.4930
N -0.1289 -0.2169 0.0895
C 0.0395 0.2392 1.2532
O -0.1533 0.1578 -0.6989
C -0.3881 -0.4118 -2.0255
C 0.2942 -0.2953 0.7497
C -0.8365 -0.0754 -0.0578
O 0.4556 0.2722 0.2719
O -0.1233 0.1156 -0.0073
H 0.0416 0.2214 -0.3097
H 0.1220 0.3254 -0.0721
H -0.1458 0.2033 0.1120
H -0.4379 0.1009 0.0072
H -0.2970 -0.0091 0.1701
H -0.0072 -0.0582 -0.2077
H -0.0724 0.0786 -0.2193
H 0.2061 -0.2661 0.1542
H 0.3091 -0.1759 0.1541
H 0.0497 0.0644 0.2215
H -0.3302 -0.0862 0.2214
H -0.0220 0.2756 -0.2760
H -0.1785 -0.2350 -0.1726
H -0.3207 -0.1722 0.2492
H -0.1911 0.2320 0.1867
H 0.1697 -0.3256 -0.0726
H -0.0663 -0.1791 -0.1816
H 0.1847 -0.0178 0.1849
H -0.2846 0.1316 0.1696
H -0.2177 0.0542 -0.1569
H -0.2646 -0.0356 -0.3260
H 0.3685 0.0044 -0.0560
H 0.0317 0.0266 0.7647
H 0.3268 0.0245 0.7604
H -0.2306 0.2207 -0.5585
Cl -0.0258 0.0031 0.0519
C 0.0573 0.1129 -0.0830
C 0.0641 0.1318 -0.1386
Cl -0.0049 -0.0290 0.0446
H 0.0008 -0.0638 0.0706
H -0.0138 -0.0495 -0.0403
H -0.0012 -0.0738 -0.0849
H 0.0275 -0.0451 0.0093
Cl 0.0525 0.0377 -0.0913
C -0.1186 -0.1486 -0.0191
C 0.1660 -0.0007 0.1117
Cl 0.0077 0.0142 -0.0320
H 0.0779 0.0037 -0.0858
H 0.1003 -0.0245 0.1219
H -0.0172 0.0102 -0.0082
H -0.0163 -0.1807 0.0411
Cl 0.0121 -0.0269 -0.0325
C 0.0412 0.1207 0.0074
C -0.0677 0.0731 0.0179
Cl -0.1842 0.1341 0.0568
H 0.0030 -0.0755 -0.0168
H -0.0225 -0.0154 0.0416
H 0.0317 0.0103 -0.0453
H 0.0478 -0.0659 0.0038
Cl 0.0035 0.0180 -0.0303
C 0.0046 -0.0128 0.1062
C -0.0830 0.0288 0.0741
Cl 0.0041 0.0092 -0.0232
H 0.0250 -0.0023 -0.0576
H -0.0696 -0.0060 -0.0352
H 0.0477 0.0037 0.0242
H 0.0246 -0.0605 -0.0494



2.
C3H6N4 | ωB97M-V with the def2-TZVPD basis set

## Properties
* highest occupied orbital energy: -7.84 eV
* gap between HOMO and LUMO: 0.3109 hartree
* strongest force on any atom: 0.2053 Eh/bohr
* SMILES string: N/N=C1/CNC=N1

Atoms and positions in Å:
N: 0.2487 -2.1908 1.2023
N: 0.9985 -1.2684 0.4841
C: 0.3410 -0.3052 -0.1432
C: 0.8611 0.9862 -0.1099
N: -0.1102 1.9596 -0.7017
C: -1.2792 1.1151 -0.7104
N: -1.2124 -0.2243 -0.3622
H: 0.8568 -3.0538 1.6985
H: -0.6508 -2.8613 0.6073
H: 1.1044 1.2121 1.0280
H: 2.0720 1.3196 -0.5475
H: -0.1012 2.8740 -0.6172
H: -2.2903 1.7994 -0.7448

Cartesian forces, eV/Å:
N -1.8172 -5.4810 -0.5229
N -1.9387 1.4577 -0.9126
C -2.6035 -5.2814 1.5939
C 6.4283 6.9400 0.5910
N -1.4762 -10.4545 -0.0124
C -1.3851 0.4756 1.8399
N 3.1278 5.0172 -1.2494
H -1.5118 3.3563 -2.3055
H 3.4521 2.9764 1.8803
H -0.9444 -0.0543 -2.0174
H -3.5732 -1.6519 0.8107
H -0.0620 5.1540 0.7024
H 2.3039 -2.4540 -0.3981



Q: The highest strongest force on any atom belongs to which entry?
A: C3H6N4



What did the second record say?
C3H6N4 | ωB97M-V with the def2-TZVPD basis set

## Properties
* highest occupied orbital energy: -7.84 eV
* gap between HOMO and LUMO: 0.3109 hartree
* strongest force on any atom: 0.2053 Eh/bohr
* SMILES string: N/N=C1/CNC=N1

Atoms and positions in Å:
N: 0.2487 -2.1908 1.2023
N: 0.9985 -1.2684 0.4841
C: 0.3410 -0.3052 -0.1432
C: 0.8611 0.9862 -0.1099
N: -0.1102 1.9596 -0.7017
C: -1.2792 1.1151 -0.7104
N: -1.2124 -0.2243 -0.3622
H: 0.8568 -3.0538 1.6985
H: -0.6508 -2.8613 0.6073
H: 1.1044 1.2121 1.0280
H: 2.0720 1.3196 -0.5475
H: -0.1012 2.8740 -0.6172
H: -2.2903 1.7994 -0.7448

Cartesian forces, eV/Å:
N -1.8172 -5.4810 -0.5229
N -1.9387 1.4577 -0.9126
C -2.6035 -5.2814 1.5939
C 6.4283 6.9400 0.5910
N -1.4762 -10.4545 -0.0124
C -1.3851 0.4756 1.8399
N 3.1278 5.0172 -1.2494
H -1.5118 3.3563 -2.3055
H 3.4521 2.9764 1.8803
H -0.9444 -0.0543 -2.0174
H -3.5732 -1.6519 0.8107
H -0.0620 5.1540 0.7024
H 2.3039 -2.4540 -0.3981



Q: Which value of gap between HOMO and LUMO does entry 1 give?
A: 0.2706 hartree



Q: Which value of strongest force on any atom does entry 1 give?
A: 0.0409 Eh/bohr